Entry 1:
Formula: C49H50Ge2NS4Se5W
Source: the Open Molecules 2025 dataset
Level of theory: wB97M-V/def2-TZVPD

XYZ file:
```
112
Properties=species:S:1:pos:R:3:mulliken_spin:R:1
W 3.33 0.20 -0.65 0.018
Se 3.50 -0.01 1.66 -0.006
Se 7.03 -0.51 2.10 0.986
Se 8.67 -0.76 0.73 0.971
Se 5.54 0.24 -1.12 0.036
C -5.74 1.01 -1.84 0.000
C -4.71 0.02 -1.39 0.000
C -4.57 -0.31 -0.05 0.000
C -3.63 -1.24 0.38 0.000
C -3.58 -1.63 1.83 0.000
C -2.78 -1.83 -0.56 0.000
C -2.89 -1.51 -1.91 0.000
C -2.00 -2.12 -2.96 0.000
C -3.86 -0.59 -2.30 0.000
C -1.96 -3.01 -0.14 -0.001
C -2.72 -4.16 0.09 0.000
C -2.14 -5.35 0.47 0.000
C -0.77 -5.40 0.61 0.000
C 0.02 -4.28 0.35 -0.001
C -0.57 -3.06 -0.03 0.001
Ge 0.58 -1.48 -0.20 0.000
S 2.59 -2.07 -0.87 -0.001
S 0.28 0.19 -1.69 -0.001
Ge 0.59 1.60 0.04 0.000
S 2.54 2.47 -0.46 -0.001
S 0.06 -0.07 1.46 -0.004
C -0.58 3.15 0.29 -0.001
C -0.97 3.54 1.57 0.000
C -1.69 4.71 1.76 0.000
C -2.05 5.50 0.68 0.000
C -1.64 5.14 -0.59 0.000
C -0.88 3.99 -0.79 0.000
C -0.34 3.74 -2.17 0.000
C -0.98 2.87 -3.03 0.001
C -2.24 2.17 -2.62 0.000
C -0.47 2.66 -4.30 -0.001
C 0.68 3.30 -4.73 0.000
C 1.29 3.00 -6.07 0.000
C 1.28 4.21 -3.87 0.000
C 0.79 4.45 -2.60 -0.001
C 1.45 5.50 -1.75 0.000
C -0.63 2.72 2.77 0.001
C 0.67 2.69 3.28 0.000
C 1.78 3.55 2.74 0.002
C 0.95 1.85 4.36 -0.002
C -0.02 1.06 4.95 0.000
C 0.31 0.14 6.08 0.000
C -1.32 1.14 4.45 0.000
C -1.63 1.95 3.37 0.000
C -3.03 1.96 2.82 0.000
C 1.49 -4.48 0.59 -0.001
C 2.07 -4.06 1.78 0.007
C 1.30 -3.30 2.83 0.000
C 3.43 -4.27 1.97 0.004
C 4.22 -4.88 1.01 -0.022
C 5.70 -5.01 1.20 0.017
C 3.61 -5.31 -0.16 0.000
C 2.25 -5.12 -0.39 0.001
C 1.65 -5.51 -1.71 0.000
H -6.40 1.30 -1.02 0.000
H -6.37 0.60 -2.64 0.000
H -5.28 1.91 -2.23 0.000
H -5.23 0.14 0.68 0.000
H -4.27 -1.03 2.41 0.000
H -2.58 -1.50 2.25 0.000
H -3.85 -2.68 1.97 0.000
H -1.56 -3.06 -2.63 0.000
H -1.19 -1.44 -3.22 0.000
H -2.57 -2.31 -3.87 0.000
H -3.96 -0.36 -3.36 0.000
H -3.80 -4.09 -0.04 0.000
H -2.75 -6.23 0.66 0.000
H -0.28 -6.32 0.91 0.000
H -1.97 4.99 2.77 0.000
H -2.62 6.41 0.83 0.000
H -1.86 5.76 -1.44 0.000
H -2.19 1.77 -1.60 0.000
H -2.46 1.34 -3.28 0.000
H -3.09 2.86 -2.65 0.000
H -0.96 1.95 -4.96 0.000
H 0.54 2.63 -6.77 0.000
H 2.06 2.22 -5.97 0.000
H 1.77 3.87 -6.50 0.000
H 2.18 4.73 -4.19 0.000
H 2.53 5.48 -1.90 0.000
H 1.27 5.35 -0.68 0.000
H 1.09 6.49 -2.01 0.000
H 1.49 4.09 1.83 0.000
H 2.65 2.95 2.49 -0.002
H 2.07 4.29 3.49 0.000
H 1.97 1.79 4.72 0.000
H 1.38 0.04 6.22 0.000
H -0.09 -0.86 5.90 0.000
H -0.12 0.49 7.02 0.000
H -2.10 0.53 4.89 0.000
H -3.67 1.29 3.39 0.000
H -3.04 1.64 1.77 0.000
H -3.47 2.96 2.85 0.000
H 0.24 -3.20 2.59 0.000
H 1.72 -2.29 2.93 -0.001
H 1.38 -3.79 3.80 0.000
H 3.89 -3.90 2.88 0.004
H 5.97 -5.06 2.25 -0.001
H 6.22 -4.14 0.77 -0.006
H 6.09 -5.90 0.70 -0.001
H 4.21 -5.78 -0.93 0.000
H 2.37 -6.07 -2.31 0.000
H 1.37 -4.62 -2.28 0.000
H 0.76 -6.12 -1.60 0.000
Se 2.91 0.43 -3.37 0.002
C 4.62 0.51 -4.10 -0.001
N 5.65 0.55 -4.63 0.000
```

HOMO energy (alpha / beta) ... -0.16954 / -0.16958 hartree
Charge ... -1
Energy above the lowest of the compared OMol25 structures with the same formula, charge and spin ... 6.6 kcal per mole
Largest force on an atom ... 2.700 eV/Å
Multiplicity ... 3
Gap between HOMO and LUMO (alpha / beta) ... 6.3 / 5.2 eV



Entry 2:
Formula: C49H50N2O3P2S3Sr
Source: the Open Molecules 2025 dataset
Level of theory: wB97M-V/def2-TZVPD

XYZ file:
```
110
Properties=species:S:1:pos:R:3:mulliken_charge:R:1
Sr -0.85 0.41 -0.06 0.734
S -0.78 -2.64 0.28 -0.479
P 0.57 -2.15 -1.16 1.444
C 0.34 -0.85 -2.21 -0.705
P -1.08 -0.76 -3.10 2.013
S -2.76 0.13 -2.34 -0.629
C -0.70 0.16 -4.65 -0.237
C -1.69 0.37 -5.61 -0.592
C -1.39 1.05 -6.78 -0.701
C -0.10 1.53 -7.00 -0.371
C 0.88 1.33 -6.04 -0.723
C 0.58 0.64 -4.87 0.056
C -1.61 -2.38 -3.79 -0.216
C -2.67 -3.08 -3.23 -0.514
C -2.98 -4.36 -3.67 -0.693
C -2.22 -4.95 -4.67 -0.407
C -1.15 -4.26 -5.23 -0.659
C -0.84 -2.99 -4.78 -0.194
C 2.16 -1.84 -0.29 0.733
C 3.01 -0.83 -0.74 0.172
C 4.22 -0.60 -0.10 -0.778
C 4.59 -1.37 1.00 -0.545
C 3.74 -2.37 1.45 -0.688
C 2.53 -2.61 0.81 -0.790
C 0.99 -3.71 -2.06 0.438
C 0.31 -4.90 -1.86 -0.421
C 0.64 -6.03 -2.60 -0.586
C 1.66 -5.97 -3.54 -0.480
C 2.34 -4.78 -3.74 -0.578
C 2.01 -3.66 -3.01 -0.723
H -2.70 0.02 -5.42 0.338
H -2.16 1.21 -7.52 0.369
H 0.13 2.07 -7.91 0.360
H 1.88 1.71 -6.20 0.410
H 1.33 0.46 -4.11 0.155
H -3.26 -2.60 -2.45 0.343
H -3.81 -4.89 -3.23 0.382
H -2.46 -5.95 -5.01 0.372
H -0.55 -4.73 -5.99 0.403
H 0.00 -2.46 -5.21 0.382
H 2.70 -0.24 -1.59 0.045
H 4.87 0.19 -0.45 0.423
H 5.52 -1.17 1.51 0.377
H 4.01 -2.97 2.31 0.382
H 1.86 -3.37 1.17 0.358
H -0.48 -4.94 -1.12 0.362
H 0.09 -6.95 -2.45 0.402
H 1.91 -6.85 -4.12 0.365
H 3.14 -4.73 -4.48 0.380
H 2.52 -2.72 -3.19 0.301
N 0.47 1.02 3.91 -0.640
C -0.19 1.31 5.12 0.437
C -1.04 0.38 5.72 -0.220
C -1.68 0.68 6.91 -0.721
C -1.49 1.91 7.53 -0.317
C -0.64 2.83 6.94 -0.565
C 0.01 2.54 5.75 -0.279
S -2.38 2.31 9.04 1.306
O -3.71 2.68 8.59 -0.699
O -1.62 3.41 9.63 -0.736
O -2.34 1.08 9.82 -0.727
H 0.04 0.26 3.40 0.265
H 0.50 1.82 3.28 0.153
H -1.21 -0.58 5.24 0.368
H -2.34 -0.04 7.38 0.380
H -0.48 3.78 7.44 0.452
H 0.68 3.26 5.30 0.408
C 2.95 2.74 -1.80 -1.179
C 1.79 3.46 -1.17 -0.192
C 1.48 4.76 -1.55 -1.173
C 0.40 5.41 -0.94 0.223
C 0.10 6.85 -1.28 -1.733
C -0.39 4.75 -0.01 -0.579
C -0.16 3.39 0.35 1.019
C 1.01 2.82 -0.22 -0.911
N -0.93 2.58 1.11 0.433
C -2.13 3.04 1.81 0.934
C -2.72 1.80 2.49 -1.765
C -3.97 2.12 3.32 0.698
C -5.04 2.69 2.39 -1.872
C -4.50 3.94 1.70 0.582
C -4.13 4.99 2.77 -1.608
C -3.07 4.42 3.71 0.512
C -3.60 3.15 4.39 -0.510
C -1.82 4.07 2.91 -0.361
C -3.25 3.58 0.89 -1.519
H 3.60 3.44 -2.34 0.411
H 2.61 1.98 -2.51 0.006
H 3.55 2.23 -1.04 0.186
H 2.08 5.27 -2.29 0.239
H 0.67 7.17 -2.15 0.366
H 0.36 7.51 -0.44 0.329
H -0.96 6.99 -1.48 0.346
H -1.21 5.30 0.43 0.626
H 1.37 1.85 0.15 1.071
H -1.96 1.34 3.13 -0.632
H -3.00 1.07 1.71 1.108
H -4.33 1.21 3.80 0.392
H -5.94 2.94 2.97 0.559
H -5.33 1.95 1.64 0.500
H -5.26 4.35 1.03 0.264
H -5.03 5.27 3.33 0.512
H -3.75 5.90 2.28 0.524
H -2.82 5.16 4.48 0.405
H -4.48 3.39 5.00 0.756
H -2.85 2.74 5.07 -0.781
H -1.06 3.64 3.57 -0.395
H -1.39 4.98 2.47 0.714
H -2.92 4.46 0.32 0.456
H -3.49 2.81 0.15 0.386
```

HOMO energy ... -0.10449 hartree
Charge ... -2
Energy above the lowest of the compared OMol25 structures with the same formula, charge and spin ... 0.0 kcal per mole
Largest force on an atom ... 0.633 eV/Å
Gap between HOMO and LUMO ... 6.5 eV



Entry 3:
Formula: C49H51AsGeN10O3PSTi
Source: the Open Molecules 2025 dataset
Level of theory: wB97M-V/def2-TZVPD

XYZ file:
```
118
Properties=species:S:1:pos:R:3:mulliken_spin:R:1
Ti -0.39 -0.91 -0.19 0.854
C -2.45 -5.37 -3.11 -0.001
N -2.01 -4.01 -2.82 0.010
C -2.02 -2.97 -3.71 -0.013
C -1.55 -1.88 -3.03 0.065
N -1.25 -2.24 -1.75 -0.094
C -1.55 -3.53 -1.63 0.092
P -1.12 -4.52 -0.17 0.004
C 0.60 -3.96 0.04 0.001
N 0.95 -2.70 0.23 -0.034
C 2.27 -2.70 0.57 0.013
C 2.73 -3.99 0.58 0.000
N 1.67 -4.78 0.24 0.000
C 1.72 -6.22 0.08 0.000
C -1.80 -3.46 1.15 0.027
N -1.53 -2.17 1.29 -0.021
C -1.96 -1.79 2.52 0.009
C -2.52 -2.88 3.14 0.000
N -2.40 -3.93 2.27 0.001
C -2.92 -5.27 2.51 0.000
H -3.26 -5.32 -3.83 0.000
H -2.80 -5.84 -2.20 0.000
H -1.63 -5.95 -3.53 0.000
H -2.35 -3.10 -4.72 0.000
H -1.40 -0.86 -3.36 0.004
H 2.80 -1.78 0.75 0.000
H 3.71 -4.39 0.75 0.000
H 2.76 -6.52 0.16 0.000
H 1.35 -6.50 -0.90 0.000
H 1.15 -6.72 0.86 0.000
H -1.87 -0.78 2.86 0.001
H -2.99 -2.99 4.10 0.000
H -3.33 -5.29 3.52 0.000
H -2.12 -6.00 2.43 0.000
H -3.71 -5.50 1.80 0.000
C -0.25 9.19 1.67 0.000
O 0.56 8.05 1.58 0.000
C 0.56 7.19 2.63 0.001
C 1.33 6.04 2.48 -0.001
C 1.38 5.09 3.47 0.003
C 0.66 5.28 4.66 -0.001
C -0.06 6.45 4.82 0.002
C -0.14 7.41 3.81 -0.001
N 0.71 4.41 5.80 0.012
N 0.83 3.17 5.73 -0.004
C 0.52 2.36 4.61 0.020
C 1.39 1.30 4.42 -0.009
C 1.33 0.48 3.29 0.040
C 0.34 0.69 2.34 -0.022
O 0.31 -0.06 1.28 0.030
C -0.68 1.68 2.58 -0.001
N -1.67 1.81 1.68 0.000
C -2.64 2.65 1.92 0.006
C -2.75 3.37 3.12 -0.006
C -1.73 3.29 4.02 0.007
C -0.62 2.48 3.76 -0.001
H -0.13 9.73 0.74 0.000
H 0.06 9.84 2.50 0.000
H -1.30 8.92 1.81 0.000
H 1.88 5.90 1.55 0.000
H 1.99 4.21 3.33 0.000
H -0.58 6.61 5.76 0.000
H -0.73 8.30 3.97 0.000
H 2.18 1.17 5.15 -0.001
H 2.04 -0.31 3.13 0.003
H -3.36 2.76 1.13 0.001
H -3.60 4.01 3.29 0.000
H -1.78 3.86 4.94 0.001
O -1.58 3.05 -1.16 0.000
S -0.70 2.01 -0.64 0.003
N -0.88 0.66 -1.25 -0.014
C 0.59 1.25 -6.21 -0.002
C 0.90 -0.09 -6.05 0.001
C 1.23 -0.59 -4.80 -0.005
C 1.26 0.23 -3.67 -0.003
C 0.96 1.58 -3.86 -0.005
C 0.63 2.09 -5.10 0.002
Ge 1.68 -0.47 -1.86 -0.003
C 2.73 -2.12 -2.34 -0.011
C 4.10 -2.25 -2.15 -0.005
C 4.77 -3.44 -2.37 0.000
C 4.08 -4.57 -2.79 -0.001
C 2.71 -4.47 -3.00 0.001
C 2.05 -3.27 -2.77 0.018
C 3.10 0.74 -1.20 0.021
C 4.08 1.20 -2.08 0.002
C 5.13 2.00 -1.64 0.000
C 5.21 2.36 -0.30 0.001
C 4.24 1.92 0.59 -0.001
C 3.20 1.12 0.14 -0.009
H 0.34 1.65 -7.18 0.000
H 0.90 -0.75 -6.91 0.000
H 1.48 -1.64 -4.71 -0.001
H 0.99 2.27 -3.02 -0.001
H 0.40 3.14 -5.21 0.000
H 4.67 -1.39 -1.82 0.000
H 5.85 -3.49 -2.22 0.000
H 4.60 -5.50 -2.97 0.000
H 2.15 -5.34 -3.34 0.000
H 0.99 -3.23 -2.94 -0.004
H 4.02 0.94 -3.13 -0.001
H 5.88 2.34 -2.34 0.000
H 6.02 2.99 0.04 0.000
H 4.28 2.21 1.63 0.000
H 2.44 0.80 0.85 0.012
C -5.14 0.01 1.15 0.006
As -3.73 -0.27 -0.19 0.002
C -4.53 -1.93 -0.92 -0.001
C -4.36 0.92 -1.61 0.003
H -6.13 -0.07 0.70 0.000
H -5.03 0.98 1.62 0.000
H -5.04 -0.76 1.93 0.000
H -5.61 -1.89 -0.87 0.001
H -4.18 -2.79 -0.34 0.000
H -4.22 -2.06 -1.96 -0.002
H -5.44 0.83 -1.73 0.000
H -3.85 0.64 -2.53 0.000
H -4.08 1.94 -1.38 0.000
```

HOMO energy (alpha / beta) ... -0.21559 / -0.23291 hartree
Charge ... 0
Energy above the lowest of the compared OMol25 structures with the same formula, charge and spin ... 24.9 kcal per mole
Largest force on an atom ... 2.193 eV/Å
Multiplicity ... 2
Gap between HOMO and LUMO (alpha / beta) ... 5.7 / 6.2 eV



Entry 4:
Formula: C49H51N2O4PS
Source: the Open Molecules 2025 dataset
Level of theory: wB97M-V/def2-TZVPD

XYZ file:
```
108
Properties=species:S:1:pos:R:3:mulliken_charge:R:1
N -3.53 0.42 1.39 -0.604
P -2.42 -0.29 2.57 0.332
S -0.68 0.40 1.42 -0.321
O -3.76 -1.06 3.40 -0.244
N -4.90 -1.05 2.63 0.151
O -5.81 -0.66 3.28 -0.323
O -1.87 0.50 3.99 -0.068
C -2.70 1.60 4.36 0.636
O -3.79 1.44 4.98 -0.459
C -2.31 3.13 4.08 0.331
C -1.01 3.58 3.39 0.179
C -0.69 5.10 3.19 -0.798
C -1.64 6.22 3.69 -0.421
C -2.98 5.76 4.37 -0.487
C -3.30 4.26 4.56 -0.287
H -3.24 0.07 0.46 0.271
H -3.48 1.45 1.43 0.265
H -1.90 -1.63 2.33 0.123
H -0.86 1.72 1.05 0.003
H -0.24 2.82 3.00 0.218
H 0.30 5.38 2.70 0.445
H -1.44 7.33 3.60 0.348
H -3.69 6.59 4.70 0.324
H -4.28 3.99 5.08 0.191
C -0.74 -0.71 6.46 -0.020
C -1.15 -0.79 7.78 -0.741
C -0.21 -0.94 8.80 -0.314
C 1.14 -0.99 8.49 -0.548
C 1.56 -0.92 7.16 -0.419
C 0.62 -0.77 6.15 -0.451
H -1.47 -0.59 5.66 0.444
H -2.21 -0.75 8.02 0.396
H -0.54 -1.00 9.83 0.369
H 1.87 -1.10 9.28 0.369
H 2.62 -0.97 6.92 0.480
H 0.95 -0.71 5.11 0.467
C 3.46 1.35 2.48 -0.310
C 3.04 1.26 3.80 -0.218
C 3.97 1.11 4.82 -0.473
C 5.33 1.05 4.52 -0.488
C 5.75 1.13 3.20 -0.443
C 4.82 1.28 2.18 -0.552
H 2.73 1.47 1.68 0.480
H 1.98 1.31 4.04 0.404
H 3.64 1.05 5.86 0.498
H 6.05 0.94 5.32 0.366
H 6.81 1.07 2.96 0.358
H 5.15 1.34 1.15 0.406
C 1.67 -0.90 -0.82 0.483
C 1.15 -1.74 -1.79 -0.498
C 2.00 -2.41 -2.67 -0.496
C 3.38 -2.23 -2.57 -0.390
C 3.90 -1.37 -1.61 -0.472
C 3.05 -0.71 -0.73 -0.224
H 1.00 -0.38 -0.14 -0.044
H 0.07 -1.88 -1.87 0.393
H 1.59 -3.08 -3.42 0.422
H 4.04 -2.75 -3.25 0.477
H 4.97 -1.23 -1.54 0.381
H 3.45 -0.04 0.02 -0.007
C 3.40 -2.55 -6.43 -0.306
C 2.88 -3.40 -7.40 -0.518
C 3.73 -4.07 -8.27 -0.036
C 5.11 -3.88 -8.18 -0.600
C 5.63 -3.03 -7.21 -0.310
C 4.78 -2.36 -6.34 -0.545
H 2.74 -2.03 -5.74 0.446
H 1.80 -3.54 -7.48 0.352
H 3.32 -4.73 -9.03 0.327
H 5.77 -4.41 -8.86 0.372
H 6.70 -2.88 -7.14 0.371
H 5.18 -1.70 -5.58 0.421
C -0.87 5.08 -0.47 -0.113
C -0.10 3.97 -0.78 0.066
C 0.20 3.67 -2.11 -0.631
C -0.28 4.49 -3.13 -0.436
C -1.06 5.60 -2.82 -0.389
C -1.36 5.90 -1.49 -0.535
H -1.10 5.31 0.56 0.248
H 0.27 3.33 0.01 0.309
H 0.81 2.81 -2.35 0.436
H -0.04 4.26 -4.16 0.370
H -1.44 6.23 -3.61 0.354
H -1.97 6.76 -1.25 0.377
C 2.78 -7.68 -9.66 -0.376
C 3.36 -8.86 -10.11 -0.407
C 3.15 -9.29 -11.41 -0.355
C 2.36 -8.54 -12.27 -0.340
C 1.77 -7.36 -11.83 -0.457
C 1.98 -6.92 -10.52 -0.258
H 2.95 -7.34 -8.64 0.415
H 3.97 -9.45 -9.43 0.355
H 3.60 -10.21 -11.76 0.351
H 2.20 -8.87 -13.29 0.353
H 1.15 -6.77 -12.50 0.349
H 1.53 -6.00 -10.18 0.397
C -9.52 3.21 3.79 -0.334
C -8.69 2.16 3.43 -0.494
C -7.51 1.93 4.14 -0.268
C -7.16 2.76 5.20 -0.456
C -7.98 3.83 5.55 -0.444
C -9.16 4.05 4.84 -0.401
H -10.44 3.39 3.24 0.361
H -8.96 1.51 2.61 0.393
H -6.86 1.10 3.86 0.494
H -6.24 2.58 5.75 0.482
H -7.71 4.48 6.37 0.367
H -9.81 4.88 5.12 0.353
```

HOMO energy ... -0.33565 hartree
SMILES string ... N[PH](S)(ON=O)OC(=O)c1ccccc1.c1ccccc1.c1ccccc1.c1ccccc1.c1ccccc1.c1ccccc1.c1ccccc1.c1ccccc1
Charge ... 0
Largest force on an atom ... 5.324 eV/Å
Gap between HOMO and LUMO ... 8.1 eV